The following is a DFT calculation (ωB97M-V/def2-TZVPD) of a molecular structure, C22H37N6O6Ti.

Each line ends with the Mulliken spin population.
Positions of all 72 atoms, in Å:
Ti -2.553 5.242 -21.685  3.145
O 1.710 5.266 -21.805  -0.031
C 0.828 5.819 -20.962  0.100
O 1.107 6.834 -20.288  -0.013
O -0.351 5.360 -20.892  -0.193
H 1.139 4.507 -21.946  0.014
C -0.676 1.679 -24.621  -0.018
C 0.595 2.448 -24.493  0.038
O 1.650 1.915 -24.503  0.001
N 0.419 3.775 -24.365  -0.048
C 1.454 4.734 -24.847  0.011
H -0.829 1.255 -25.613  0.000
H -1.462 2.358 -24.290  0.029
H -0.528 0.822 -23.964  -0.003
H -0.507 4.109 -24.591  -0.022
H 2.468 4.536 -24.500  0.004
H 1.345 5.798 -24.638  -0.002
H 1.549 4.657 -25.930  -0.001
C -1.353 3.633 -14.393  0.000
C -0.979 3.308 -15.792  0.000
O -1.378 2.312 -16.322  0.000
N -0.021 4.053 -16.378  0.000
C 0.475 3.852 -17.683  -0.003
H -0.513 3.955 -13.777  0.000
H -1.716 2.745 -13.876  0.000
H -2.227 4.261 -14.218  0.000
H 0.331 4.923 -16.003  0.000
H 0.785 4.797 -18.127  0.000
H -0.246 3.499 -18.420  0.005
H 1.401 3.279 -17.627  0.000
C 5.248 3.519 -22.584  0.000
C 6.418 3.939 -21.687  0.000
O 7.353 4.516 -22.216  0.002
N 6.367 3.813 -20.368  0.004
C 7.342 4.285 -19.349  0.008
H 4.947 2.481 -22.443  0.000
H 5.472 3.529 -23.651  0.000
H 4.317 4.064 -22.426  0.000
H 5.502 3.508 -19.945  -0.006
H 7.414 3.558 -18.540  0.000
H 7.150 5.315 -19.048  -0.001
H 8.338 4.494 -19.738  0.001
N 3.870 7.130 -17.402  -0.060
C 3.763 8.141 -18.331  0.288
C 4.995 8.565 -18.692  0.067
C 5.930 7.873 -17.902  0.200
C 5.210 6.934 -17.128  0.346
H 3.118 6.482 -17.218  0.004
H 2.809 8.264 -18.822  0.086
H 5.257 9.216 -19.512  0.001
H 6.991 8.066 -17.958  0.004
H 5.452 6.110 -16.474  0.014
N 3.118 3.546 -19.919  -0.001
C 3.942 3.179 -18.862  0.004
C 4.201 1.817 -19.030  0.000
C 3.567 1.417 -20.189  0.000
C 2.801 2.455 -20.702  -0.004
H 2.990 4.544 -20.000  0.001
H 4.183 3.935 -18.129  0.002
H 4.872 1.265 -18.390  0.000
H 3.607 0.388 -20.515  0.000
H 2.127 2.512 -21.544  0.002
N 3.165 7.846 -22.259  0.001
C 4.033 7.215 -23.128  0.012
C 4.270 8.141 -24.152  -0.005
C 3.478 9.230 -23.846  0.012
C 2.906 9.119 -22.627  0.006
H 2.769 7.373 -21.459  0.000
H 4.254 6.194 -22.851  0.003
H 4.909 8.013 -25.014  0.000
H 3.282 10.133 -24.405  0.000
H 2.182 9.759 -22.145  0.000

Its net charge is +1. As for the HOMO-LUMO gap (spin up / spin down): 6.68 / 2.65 eV. For the HOMO energy (spin up / spin down), the calculation gives -10.17 / -10.05 eV. Its multiplicity is 5.

The following is a DFT calculation (ωB97M-V/def2-TZVPD) of a molecular structure, C22H38As2IKN6SSe2Te2.

Each line ends with the Mulliken charge.
Positions of all 75 atoms, in Å:
K -0.772 0.510 0.372  1.843
N -3.536 0.760 0.798  -0.109
C -4.465 -0.353 0.699  -0.793
C -4.051 -1.382 -0.349  -0.921
N -2.877 -2.191 -0.040  1.519
C -2.499 -2.989 -1.194  -1.243
C -1.611 -2.242 -2.176  -0.557
N -0.378 -1.812 -1.512  -0.127
C -3.086 -2.987 1.164  -0.049
C -1.932 -3.915 1.532  -1.228
N -0.633 -3.247 1.382  -0.243
H -3.641 1.256 1.685  -0.118
H -3.699 1.446 0.068  -0.024
H -5.489 -0.039 0.442  0.388
H -4.532 -0.815 1.686  0.255
H -3.864 -0.862 -1.295  0.332
H -4.921 -2.051 -0.520  0.315
H -3.388 -3.386 -1.721  0.317
H -1.925 -3.848 -0.851  0.337
H -2.135 -1.367 -2.571  0.177
H -1.423 -2.916 -3.023  0.338
H 0.416 -1.851 -2.137  0.154
H -0.183 -2.403 -0.703  0.148
H -4.009 -3.596 1.089  0.213
H -3.228 -2.308 2.005  -0.310
H -1.936 -4.818 0.912  0.427
H -2.128 -4.231 2.564  0.446
H 0.064 -3.741 1.928  0.255
H -0.716 -2.327 1.823  -0.204
C 2.553 -1.344 2.674  -1.135
As 1.848 0.494 2.586  0.914
C 2.180 0.929 4.465  -1.354
C 3.459 1.267 1.766  0.023
C 4.445 1.885 2.536  -0.368
C 5.588 2.414 1.954  -0.601
C 5.767 2.332 0.582  -0.899
C 4.792 1.727 -0.194  -0.540
C 3.639 1.198 0.379  -0.479
As 2.269 0.364 -0.739  1.029
C 3.437 -0.981 -1.601  -1.488
C 2.282 1.592 -2.276  -1.472
H 3.572 -1.354 3.062  0.440
H 2.529 -1.800 1.683  0.264
H 1.895 -1.910 3.336  0.378
H 3.095 0.463 4.835  0.398
H 1.315 0.554 5.010  0.325
H 2.222 2.009 4.593  0.403
H 4.320 1.967 3.608  0.306
H 6.335 2.899 2.573  0.366
H 6.650 2.754 0.117  0.360
H 4.922 1.690 -1.271  0.296
H 4.342 -0.518 -1.996  0.428
H 2.886 -1.444 -2.422  0.379
H 3.715 -1.757 -0.887  0.306
H 2.882 2.473 -2.053  0.452
H 1.271 1.946 -2.459  0.265
H 2.672 1.081 -3.159  0.465
Se -1.349 1.930 3.399  -0.307
Te -3.629 2.621 4.085  -0.617
Te -3.279 -1.517 4.835  -0.644
Se -1.247 -0.651 3.682  -0.285
I 0.612 1.223 -6.132  0.042
C -0.836 1.689 -4.699  -0.306
C -1.705 2.748 -4.886  -0.152
C -2.632 3.009 -3.890  -0.837
C -2.642 2.205 -2.760  -0.083
N -1.801 1.191 -2.584  0.269
C -0.913 0.937 -3.537  -0.236
H -1.656 3.358 -5.778  0.371
H -3.325 3.834 -3.982  0.414
H -3.339 2.396 -1.953  0.261
H -0.235 0.111 -3.355  0.269
S 1.889 5.096 -0.972  -0.531
C 1.148 3.779 -0.328  0.041
N 0.639 2.816 0.097  -0.668

Its net charge is -2. As for the HOMO-LUMO gap: 3.40 eV. For the HOMO energy, the calculation gives -0.46 eV. The calculation puts the energy above the lowest of the compared OMol25 structures with the same formula, charge and spin at 23.5 kcal per mole.

The following is a DFT calculation (ωB97M-V/def2-TZVPD) of a molecular structure, C22H38AsBBrO4RhS5.

Each line ends with the Mulliken charge.
Positions of all 73 atoms, in Å:
Rh 1.573 1.648 1.895  -0.023
S 3.310 4.712 5.126  -0.682
As 2.284 2.883 4.716  0.428
S 3.505 1.564 3.468  -0.471
S 0.553 3.293 3.438  -0.500
S 1.778 2.143 6.639  -0.660
C -3.451 2.393 -4.199  -1.723
C -2.220 1.553 -4.568  2.101
C -2.689 0.348 -5.389  -2.109
C -1.274 2.402 -5.433  -1.691
C -1.477 1.141 -3.307  -0.491
C -1.013 2.123 -2.442  -0.582
C -0.203 1.783 -1.391  -0.359
Br 0.313 3.192 -0.171  -0.167
C 0.263 0.468 -1.119  0.920
O 1.240 0.276 -0.318  -0.741
C -0.416 -0.544 -1.867  -0.468
C -1.203 -0.174 -2.945  0.538
C -0.312 -2.037 -1.561  2.552
C 0.439 -2.740 -2.702  -1.782
C 0.409 -2.344 -0.248  -2.281
C -1.731 -2.626 -1.446  -1.864
H -3.975 2.719 -5.097  0.452
H -3.160 3.272 -3.633  0.312
H -4.133 1.808 -3.586  0.374
H -3.176 0.690 -6.303  0.436
H -3.402 -0.245 -4.821  0.389
H -1.849 -0.285 -5.666  0.382
H -1.770 2.736 -6.344  0.444
H -0.393 1.825 -5.709  0.356
H -0.942 3.276 -4.881  0.343
H -1.266 3.161 -2.579  0.375
H -1.622 -0.965 -3.546  0.314
H 1.441 -2.326 -2.794  0.293
H -0.073 -2.612 -3.654  0.286
H 0.524 -3.808 -2.497  0.492
H 1.456 -2.060 -0.303  0.144
H 0.346 -3.415 -0.039  0.557
H -0.036 -1.795 0.579  0.448
H -2.294 -2.523 -2.371  0.312
H -2.275 -2.116 -0.655  0.349
H -1.677 -3.687 -1.201  0.506
C 3.828 0.354 -1.725  -1.092
S 2.845 1.790 -1.107  0.893
C 3.905 3.052 -2.008  -1.303
O 3.302 1.984 0.273  -0.711
H 3.724 0.306 -2.803  0.351
H 3.390 -0.516 -1.252  0.146
H 4.862 0.473 -1.428  0.465
H 3.786 2.918 -3.076  0.382
H 4.946 2.967 -1.720  0.361
H 3.526 4.026 -1.717  0.346
C 1.279 -2.401 4.718  -2.015
C 0.285 -1.233 4.786  1.493
C 0.007 -0.890 6.245  -1.922
O 0.916 -0.133 4.151  -0.151
B 0.479 0.003 2.849  1.158
O -0.595 -0.865 2.644  -0.201
C -0.971 -1.465 3.883  1.728
C -2.209 -0.718 4.399  -2.130
C -1.338 -2.930 3.644  -1.956
H 2.221 -2.074 5.156  0.536
H 1.467 -2.659 3.678  0.295
H 0.913 -3.271 5.261  0.304
H 0.955 -0.702 6.744  0.486
H -0.515 -1.708 6.745  0.322
H -0.568 0.027 6.326  0.324
H -1.961 0.326 4.575  0.364
H -2.585 -1.169 5.317  0.328
H -2.987 -0.751 3.636  0.546
H -0.555 -3.436 3.086  0.301
H -2.251 -2.976 3.052  0.488
H -1.500 -3.438 4.594  0.353

Its net charge is -2. As for the HOMO-LUMO gap: 4.29 eV. For the HOMO energy, the calculation gives -0.62 eV. The calculation puts the energy above the lowest of the compared OMol25 structures with the same formula, charge and spin at 64.6 kcal per mole.

The following is a DFT calculation (ωB97M-V/def2-TZVPD) of a molecular structure, C22H38AsN8O2PbSi3.

Each line ends with the Mulliken charge.
Positions of all 75 atoms, in Å:
Pb 1.175 -0.715 -1.494  0.892
O 2.827 -2.056 -5.224  -0.635
C 2.638 -1.522 -4.106  0.262
N 1.821 -2.059 -3.131  -0.155
C 1.328 -3.446 -3.208  0.071
O 1.950 -4.261 -3.890  -0.576
C 0.122 -3.705 -2.464  0.662
C -0.532 -4.939 -2.834  -0.952
C -1.771 -5.207 -2.315  -0.216
C -2.377 -4.262 -1.475  -0.657
C -1.632 -3.118 -1.086  -0.146
N -0.433 -2.854 -1.589  0.039
C 3.435 -0.276 -3.665  0.496
C 4.488 0.185 -4.514  -0.804
C 5.112 1.430 -4.230  -0.306
C 4.786 2.095 -3.088  -0.821
C 3.687 1.551 -2.287  -0.091
N 3.136 0.380 -2.520  0.156
H -0.009 -5.580 -3.507  0.509
H -2.321 -6.113 -2.582  0.422
H -3.478 -4.316 -1.250  0.342
H -2.070 -2.369 -0.394  0.373
H 4.634 -0.336 -5.416  0.547
H 5.818 1.875 -4.948  0.412
H 5.183 3.035 -2.801  0.464
H 3.396 2.140 -1.401  0.346
N 5.537 0.457 1.159  -0.570
N 4.720 -0.549 0.555  0.879
N 5.269 -1.546 -0.217  -0.773
C 4.172 -2.245 -0.577  -0.180
N 3.042 -1.781 -0.049  -0.204
N 3.395 -0.709 0.700  -0.139
H 6.408 0.023 1.481  0.307
H 5.017 0.878 1.906  0.283
H 4.211 -3.132 -1.218  0.500
C -1.115 4.030 1.337  -1.076
Si -0.577 2.356 0.548  0.319
C -0.546 2.459 -1.378  -0.947
C 1.195 2.006 1.120  -0.371
As -2.128 0.506 1.055  0.141
Si -4.300 1.438 1.143  0.385
C -5.420 -0.105 1.157  -1.056
C -4.625 2.420 2.768  -0.941
C -4.862 2.487 -0.342  -1.129
Si -1.225 -0.249 3.146  0.458
C -1.040 1.309 4.193  -1.045
C 0.428 -1.414 3.073  -0.551
C -2.493 -1.124 4.149  -1.170
H -0.298 4.408 1.938  0.399
H -1.954 4.040 2.047  0.202
H -1.402 4.698 0.501  0.343
H -1.328 3.201 -1.660  0.396
H -0.780 1.488 -1.897  0.114
H 0.425 2.849 -1.807  0.306
H 1.847 2.910 1.300  0.429
H 1.742 1.250 0.588  -0.249
H 1.132 1.539 2.141  0.032
H -5.405 -0.646 2.103  0.343
H -5.145 -0.871 0.397  0.269
H -6.469 0.341 1.002  0.282
H -4.308 1.720 3.592  0.148
H -5.709 2.565 2.816  0.392
H -4.086 3.341 2.931  0.325
H -4.671 3.575 -0.238  0.312
H -5.957 2.403 -0.410  0.381
H -4.446 2.097 -1.288  0.316
H -1.929 1.941 4.157  0.233
H -0.238 2.070 4.049  0.317
H -0.897 0.844 5.153  0.428
H 1.019 -1.108 2.239  -0.161
H 0.053 -2.433 2.842  0.315
H 1.053 -1.340 3.993  0.373
H -3.275 -0.488 4.509  0.350
H -2.000 -1.520 5.078  0.304
H -2.953 -1.947 3.637  0.350

Its net charge is +1. As for the HOMO-LUMO gap: 6.88 eV. For the HOMO energy, the calculation gives -10.06 eV. The calculation puts the energy above the lowest of the compared OMol25 structures with the same formula, charge and spin at 0.0 kcal per mole.

Max |F| values (in eV/A) by entry order: 4.8, 0.7, 3.5, 5.2.
Electronic energy values (in hartree) by entry order: -2489.5029, -12296.0283, -8098.3278, -4746.5532.